(1)
# C43H43BBrGeN5O2ReS

A structure of composition C43H43BBrGeN5O2ReS (wB97M-V/def2-TZVPD, OMol25).

Energy above the lowest of the compared OMol25 structures with the same formula, charge and spin: 30.0 kcal per mole
Total charge: 0
E_HOMO (alpha / beta): -7.36 / -7.42 eV
DFT total energy: -7240.943223 Eh
LUMO energy (alpha / beta): -1.276 / -1.052 eV
2S+1: 2

Element x y z (Å)
1 Re -0.65407 -0.17117 -0.02911
2 Br 6.11260 0.18932 -1.03961
3 Ge -0.94459 0.69429 -2.58113
4 S -2.62964 -1.35941 -0.98967
5 O 1.26694 -2.73626 0.48342
6 O -0.75000 -3.37168 -0.36078
7 N -0.48511 -0.07336 1.75568
8 N -5.13806 -0.71488 -0.56526
9 N -2.40496 1.32305 0.06601
10 N 0.05208 2.42248 -0.22506
11 N -3.71300 0.93893 0.00744
12 C 1.48433 -0.19623 -0.28121
13 C -0.82258 4.59669 0.16933
14 C 3.72681 0.32164 0.51219
15 C -0.71716 -1.29135 3.81417
16 C -0.27447 -0.11472 3.12899
17 C 0.42059 5.15975 -0.07324
18 C 1.40773 4.45746 -4.47568
19 C -1.70206 -2.26159 3.17193
20 C 1.45537 2.21151 -3.57870
21 C 4.24877 0.01548 -0.73402
22 C -0.27046 -1.49766 5.10503
23 C 1.22834 -4.11025 0.40607
24 C 0.55327 2.28016 3.24010
25 C -2.26146 2.57532 0.19575
26 C 1.47345 4.32924 -0.41302
27 C 0.01212 -4.49965 -0.10674
28 C -3.87014 -0.26501 -0.46124
29 C 0.64802 -6.76193 0.07993
30 C -0.48433 -1.99571 -3.77893
31 C 0.81313 0.65661 5.14243
32 C 0.04097 4.51700 -4.22340
33 C -1.86849 -3.55381 3.96637
34 C 2.35613 0.20031 0.73016
35 C 0.53166 -0.56066 5.74718
36 C 1.24424 2.96034 -0.47167
37 C 3.42496 -0.43076 -1.75194
38 C 2.11465 3.29992 -4.15490
39 C 1.85334 2.99064 3.63184
40 C 0.39901 0.91481 3.84435
41 C 2.05641 -0.53585 -1.51420
42 C -0.37711 -2.46502 -6.14380
43 C -0.58299 -1.11273 -6.41308
44 C -0.32167 -5.82077 -0.28102
45 C -0.70843 -0.63590 -4.02746
46 C -3.08124 -1.59109 2.98903
47 C 2.19808 -5.01530 0.76221
48 C -0.74618 -0.20681 -5.36314
49 C -0.32360 -2.90593 -4.82599
50 C -0.95577 3.22128 0.06678
51 C -0.67567 3.11942 3.63392
52 C -0.61485 3.42283 -3.64499
53 C 0.07603 2.24955 -3.30426
54 C 1.88415 -6.36590 0.58784
55 B 0.03299 -2.25884 0.02264
56 H 2.61712 -7.12192 0.85355
57 H -0.25396 -3.17200 -6.96028
58 H -0.43604 -2.35636 -2.75610
59 H -0.51849 5.41235 -4.48334
60 H 3.18320 3.24237 -4.35706
61 H 3.15865 -4.69155 1.16027
62 H 1.43280 -0.90838 -2.31598
63 H 1.98801 0.41916 1.72407
64 H 1.94485 3.10651 4.71736
65 H -3.04877 -0.77979 2.26537
66 H 1.36003 1.41613 5.69734
67 H 0.54694 2.15880 2.16740
68 H -0.89964 0.85023 -5.58457
69 H 2.04327 2.27034 -0.72953
70 H 2.73425 2.44852 3.26466
71 H 0.56142 6.23342 -0.00534
72 H -1.28813 -6.10920 -0.67906
73 H -1.68786 5.20619 0.41969
74 H 1.91903 5.30408 -4.92868
75 H -3.15611 3.17946 0.25782
76 H 4.38116 0.65560 1.31176
77 H -0.14943 -3.95656 -4.61165
78 H -0.90249 -4.00440 4.22864
79 H -3.81547 -2.32619 2.63791
80 H 2.45880 4.72434 -0.63221
81 H -5.89345 -0.06753 -0.40299
82 H -2.43352 -3.37851 4.89111
83 H -0.56496 -2.39570 5.63880
84 H 0.43308 -7.81862 -0.03435
85 H 2.02819 1.32063 -3.34784
86 H -1.68816 3.48251 -3.45990
87 H -1.32529 -2.51645 2.18756
88 H -0.60628 -0.76295 -7.44438
89 H -0.65573 4.08285 3.12047
90 H 0.91600 -0.77171 6.74178
91 H -5.31825 -1.56785 -1.05757
92 H -1.60957 2.60608 3.37516
93 H -2.42327 -4.28127 3.36725
94 H -2.37223 1.26127 -2.81979
95 H 1.86778 3.99202 3.19418
96 H -3.42775 -1.18426 3.94726
97 H -0.67798 3.30436 4.71515
98 H 3.84012 -0.69382 -2.72145

Löwdin population analysis, charges in e, atoms 1 to 4: number 1, Re, carries 1.247; number 2, Br, carries 0.719; number 3, Ge, carries 0.810; number 4, S, carries 0.702



(2)
# C43H43BCsGeN8S2

A structure of composition C43H43BCsGeN8S2 (wB97M-V/def2-TZVPD, OMol25).

Energy above the lowest of the compared OMol25 structures with the same formula, charge and spin: 41.1 kcal per mole
Total charge: -2
E_HOMO (alpha / beta): -1.64 / -1.64 eV
DFT total energy: -5020.790712 Eh
LUMO energy (alpha / beta): 3.572 / 2.341 eV
2S+1: 2

Element x y z (Å)
1 Cs 0.10747 0.11172 -1.40039
2 Ge 0.78507 3.01715 -0.14065
3 S 3.75031 -1.06280 -2.10948
4 S 1.19714 -1.19793 3.45957
5 N -3.19655 -2.24674 -1.86702
6 N -3.44915 -0.83359 0.24431
7 N -3.73143 0.17300 -2.13078
8 N 3.18125 -2.96929 0.29947
9 N -2.38819 -0.07964 0.60136
10 N -1.89393 -2.14962 -2.18254
11 N -3.23703 1.37932 -1.78113
12 N -0.30005 -3.45502 1.57270
13 C 3.02153 5.09980 -0.26680
14 C -1.80605 3.49675 1.15939
15 C -2.68911 -4.12093 -2.92326
16 C -0.52381 -3.35089 2.91675
17 C -0.27237 5.36804 -4.25767
18 C -3.24132 -1.08333 2.43288
19 C 4.61973 -4.87347 -3.16461
20 C -1.41905 -4.31269 3.48492
21 C -2.75612 4.07131 1.99496
22 C -0.48620 3.96363 1.11365
23 C -0.73290 4.96031 -1.92568
24 C -1.04071 5.59613 -3.12335
25 C 0.34602 4.07757 -1.81754
26 C 0.04906 -2.38672 3.82662
27 C 3.82854 -4.97123 -0.91643
28 C 4.01947 -2.00702 0.98255
29 C 4.19381 5.70721 0.17162
30 C -3.96103 0.12295 -3.45917
31 C 0.80527 4.49554 -4.17803
32 C -3.98240 -1.43657 1.32743
33 C -1.31417 -3.30575 5.66556
34 C 2.14661 -3.58078 1.08567
35 C -3.60914 1.33541 -4.00669
36 C 3.16225 3.52856 1.51248
37 C 4.48115 -3.49715 -3.12859
38 C 4.32541 4.13294 1.96977
39 C -0.16096 5.02852 1.95590
40 C -3.70050 -3.41538 -2.29859
41 C 4.85094 5.22873 1.29647
42 C -1.57784 -3.26873 -2.82016
43 C -2.40612 5.12860 2.82579
44 C -2.25596 -0.22620 1.91091
45 C 2.47257 3.99615 0.38914
46 C 0.81698 -2.87151 0.82537
47 C -1.80339 -4.29631 4.79026
48 C 1.09839 3.86108 -2.97709
49 C 3.97930 -2.79394 -2.01773
50 C 3.67118 -3.58666 -0.87499
51 C -1.10134 5.60324 2.80426
52 C -0.41954 -2.40401 5.18087
53 C -1.42583 -3.76187 0.68523
54 C 4.28248 -5.63150 -2.05081
55 C -3.16072 2.08155 -2.90204
56 B -3.94464 -1.04408 -1.19928
57 H -2.47523 -5.06557 5.15280
58 H -2.26678 -4.18091 1.22203
59 H 4.72740 -2.90501 -4.00233
60 H -3.38572 -1.39199 3.45468
61 H 4.98677 -5.35318 -4.06601
62 H -0.81396 6.42735 3.44989
63 H -3.14183 5.57481 3.48631
64 H 2.52068 5.50267 -1.14133
65 H 0.57740 -2.99078 -0.23213
66 H 2.38833 -3.53647 2.15375
67 H 0.93310 -1.80748 1.02894
68 H 4.38247 -6.71074 -2.05115
69 H -3.76867 3.68236 2.00158
70 H -1.34968 5.15632 -1.05503
71 H 4.59368 6.56028 -0.36726
72 H -4.73964 -3.65036 -2.13427
73 H 3.60473 -5.55394 -0.02982
74 H -4.33933 -0.77707 -3.91792
75 H -1.11004 -4.45594 -0.09462
76 H -4.84765 -2.07159 1.22404
77 H 4.83129 3.73955 2.84502
78 H -2.10529 2.66095 0.53092
79 H -2.76726 3.08697 -2.87099
80 H 0.85174 5.41983 1.95189
81 H -1.62901 -3.27170 6.70043
82 H 1.94409 3.17763 -2.94182
83 H 4.67935 -1.52943 0.26416
84 H 4.61029 -2.48787 1.78115
85 H -0.01050 -1.63480 5.82250
86 H 2.01420 -4.63578 0.83465
87 H 5.76603 5.69784 1.64072
88 H -1.47064 0.30590 2.42711
89 H -1.88774 6.27318 -3.17091
90 H -2.74862 -5.09001 -3.38862
91 H -1.76998 -5.10952 2.84661
92 H -3.64902 1.62904 -5.04192
93 H -1.75576 -2.83758 0.20898
94 H -0.51280 5.86055 -5.19321
95 H 3.41309 -1.21895 1.43357
96 H 1.41493 4.30171 -5.05408
97 H -5.11258 -1.37426 -1.14726
98 H -0.56662 -3.42037 -3.16933
99 H 2.78037 2.66049 2.04288

Löwdin population analysis, charges in e, atoms 1 to 4: number 1, Cs, carries 0.608; number 2, Ge, carries 0.803; number 3, S, carries 0.384; number 4, S, carries 0.751



Q: What is the formula in the second record?
A: C43H43BCsGeN8S2